{"formula": "C24H17Cl2F5N6O3PdS", "method": "ωB97M-V/def2-TZVPD", "e_above_lowest_kcal_mol": 5.39, "e_lumo_ev": [-5.10, -8.72], "homo_energy_ev": [-13.80, -13.77], "total_charge": 2, "multiplicity": 5, "homo_lumo_gap_ha": [0.320, 0.186], "symbols": ["Pd", "N", "C", "C", "C", "C", "C", "C", "S", "O", "O", "N", "C", "N", "C", "C", "C", "N", "H", "H", "H", "H", "H", "H", "H", "H", "H", "F", "C", "C", "F", "C", "F", "C", "O", "C", "F", "C", "F", "N", "C", "N", "C", "C", "C", "C", "C", "C", "H", "H", "H", "H", "H", "H", "Cl", "C", "Cl", "H", "H"], "coordinates": [[-0.399052, 0.267638, 1.392360], [5.786512, 0.376517, -4.020040], [4.928049, 0.580409, -3.034332], [5.367560, 1.210727, -1.827064], [4.479061, 1.418125, -0.815398], [3.145723, 1.001612, -0.972025], [2.690416, 0.392095, -2.154915], [3.561344, 0.176982, -3.178577], [2.026772, 1.263525, 0.391617], [1.926609, -0.029852, 1.079798], [2.573514, 2.365425, 1.119205], [0.560741, 1.463950, -0.170414], [0.194424, 2.738840, -0.624578], [1.040957, 3.339790, -1.455844], [0.683902, 4.550035, -1.879230], [-0.510788, 5.140110, -1.504641], [-1.312806, 4.411800, -0.642622], [-0.962818, 3.211082, -0.185275], [6.754671, 0.656639, -3.941159], [5.503277, -0.062048, -4.885244], [6.400302, 1.522750, -1.737357], [4.774166, 1.912071, 0.100151], [1.647192, 0.119138, -2.238097], [3.241203, -0.284708, -4.103652], [1.376471, 5.053541, -2.543094], [-0.799231, 6.116381, -1.862984], [-2.262560, 4.799709, -0.293577], [-7.176489, -1.838313, 2.173882], [-6.051867, -1.213944, 1.961567], [-6.065878, 0.044729, 1.339513], [-7.218352, 0.570063, 0.979288], [-4.884760, 0.696039, 1.122308], [-4.866374, 1.873954, 0.543089], [-3.613898, 0.119474, 1.510429], [-2.559681, 0.755367, 1.299167], [-3.663349, -1.177027, 2.143104], [-2.517632, -1.725130, 2.524539], [-4.842507, -1.822315, 2.360618], [-4.884044, -3.004472, 2.940975], [-1.448114, -2.633225, -1.560261], [-1.397390, -1.412283, -0.993748], [-0.673576, -1.413536, 0.099629], [-0.209583, -2.713673, 0.270757], [0.605059, -3.262927, 1.259081], [0.886196, -4.608116, 1.160729], [0.379999, -5.393255, 0.109579], [-0.417987, -4.857096, -0.878428], [-0.699592, -3.498089, -0.774152], [-1.950488, -2.866384, -2.401112], [-1.892683, -0.545444, -1.403001], [1.011152, -2.654238, 2.056652], [1.513087, -5.076667, 1.906701], [0.625566, -6.445633, 0.076777], [-0.804268, -5.463682, -1.685996], [-0.295142, 2.263691, 3.139618], [0.139826, 1.226367, 4.519624], [-0.131086, -0.477794, 4.085288], [-0.501715, 1.474500, 5.356174], [1.189970, 1.366791, 4.744624]], "forces_ev_per_angstrom": [[-0.01, -0.02, -0.20], [-0.02, 0.01, 0.02], [0.00, -0.01, -0.01], [0.02, 0.01, -0.01], [-0.01, 0.01, 0.01], [-0.04, 0.01, -0.02], [0.00, -0.03, -0.03], [-0.01, 0.01, 0.02], [-0.05, 0.16, 0.05], [-0.03, 0.05, 0.07], [0.10, -0.03, -0.03], [-0.02, -0.16, 0.10], [0.00, 0.28, -0.02], [0.07, -0.12, 0.00], [-0.05, 0.04, -0.01], [0.00, -0.04, 0.02], [0.01, 0.06, -0.05], [-0.01, -0.16, 0.04], [0.00, 0.00, 0.00], [0.00, 0.00, -0.01], [0.00, 0.00, 0.00], [0.00, -0.01, 0.00], [0.00, -0.01, 0.01], [0.00, 0.00, 0.00], [0.00, 0.00, 0.00], [0.00, 0.01, 0.01], [0.00, 0.00, 0.00], [0.05, 0.02, -0.01], [-0.03, -0.02, 0.00], [0.00, 0.01, 0.00], [0.01, -0.01, 0.01], [-0.04, 0.04, 0.01], [0.01, -0.04, 0.02], [0.00, 0.06, 0.08], [0.03, -0.09, -0.09], [0.05, -0.05, 0.00], [-0.08, 0.02, -0.06], [0.03, -0.01, 0.01], [-0.01, 0.03, -0.01], [-0.02, 0.01, -0.03], [0.02, -0.04, 0.01], [-0.05, 0.07, 0.07], [0.01, -0.03, -0.03], [0.01, -0.01, 0.00], [0.01, 0.01, 0.02], [-0.01, 0.01, -0.01], [0.00, -0.01, 0.00], [0.02, 0.02, 0.04], [0.00, 0.00, 0.01], [-0.01, 0.00, -0.01], [-0.01, 0.00, 0.00], [0.00, 0.00, 0.00], [0.00, 0.00, 0.00], [0.00, 0.00, 0.00], [0.02, 0.00, 0.01], [0.02, -0.03, -0.04], [-0.02, -0.01, 0.08], [0.00, 0.01, -0.01], [0.00, -0.01, -0.03]]}